1:
A cluster of 4 separate species, C5H15NO2 in total, computed with wB97M-V/def2-TZVPD.

Structure (XYZ):
```
23
C5H15NO2 wB97M-V/def2-TZVPD
H 1.49305 2.19799 -0.74757
H 0.85416 0.98576 0.96566
H -3.03033 -0.18081 -1.29738
O 2.94147 -0.31783 1.30151
C -1.30599 0.91119 0.49968
C -2.54000 -0.96205 -0.77748
H 0.57258 0.94474 -1.18948
H 2.54789 -0.49918 -1.73830
O 1.79815 -0.65375 -1.08449
H 0.43417 -1.51579 0.08173
H -0.34664 -1.42128 1.70913
C 0.06925 1.54473 0.54433
C -1.50882 -0.56032 -0.01281
H -0.96623 -2.58186 0.45054
H 2.48917 -0.43504 0.35920
H 3.86685 -0.08863 1.19107
H -0.45671 -0.57507 -1.45166
N 0.46086 1.84555 -0.80322
H -1.80909 1.52430 -0.14762
C -0.57853 -1.57134 0.63832
H -2.00623 0.95142 1.36033
H -0.09852 2.43937 1.12182
H -2.88052 -1.98211 -0.97332
```

Results
Molecular weight, u: 121.18
2S+1: 2
⟨S²⟩: 0.7620
Lowest unoccupied orbital energy (alpha / beta), eV: -7.1 / -7.7
Total charge: +1
Highest occupied orbital energy (alpha / beta), eV: -14.2 / -13.9

***

2:
A cluster of 3 separate species, C5H15NO2 in total, computed with wB97M-V/def2-TZVPD.

Structure (XYZ):
```
23
C5H15NO2 wB97M-V/def2-TZVPD
C 0.30008 1.41301 -1.58922
O -1.65455 1.04004 2.57488
H 0.10143 -0.30411 2.62443
H 1.02716 -1.75353 -1.39288
N 0.96368 -1.36183 1.02586
C 0.56135 0.02009 -2.16858
H -0.49304 1.40192 -0.83320
H 1.35336 0.65478 0.31389
H 0.96424 0.12737 -3.17242
H 2.54851 -0.93202 -1.65736
C 0.26988 -1.21800 2.04455
H 1.23956 1.85456 -1.23000
H 2.70025 -0.42852 0.57942
H -0.36446 -0.54722 -2.24893
H -1.91275 -0.31339 0.67346
H -2.47797 1.54697 2.57834
H -0.05977 2.17311 -2.28790
O -2.82729 -0.10932 0.49567
C 1.54699 -0.81181 -1.24898
H -2.15164 0.20830 2.66377
C 1.66593 -0.40727 0.22558
H -0.21065 -2.12012 2.45070
H -3.09030 -0.13303 -0.42104
```

Results
Molecular weight, u: 121.18
2S+1: 2
⟨S²⟩: 0.7601
Lowest unoccupied orbital energy (alpha / beta), eV: -4.9 / -8.6
Total charge: +1
Highest occupied orbital energy (alpha / beta), eV: -14.9 / -14.9

***

Energy relative to the most stable one, in kcal/mol: 1 94.8; 2 0.0

***

1:
A structure of composition C6H14N2O2S, computed with wB97M-V/def2-TZVPD.

Structure (XYZ):
```
25
C6H14N2O2S wB97M-V/def2-TZVPD
H -1.57246 2.64865 -0.55809
H -0.89226 -2.84237 1.54089
H 2.19633 -0.66509 -1.95284
C 2.60709 0.02680 -1.30469
H -2.34164 2.31857 1.03278
H 2.54762 0.98473 -1.84716
H 3.66922 -0.22727 -1.35063
H -1.49669 -2.24817 -0.82908
C -0.31001 1.56580 0.82533
C -1.57846 1.73508 0.26945
C -0.67620 -0.27493 -0.74320
H -0.43582 1.18582 2.10679
S 1.93116 -0.07463 0.14511
N -0.81335 -1.95784 1.27833
H 0.20610 -2.08695 -0.45977
O 1.93933 -1.33606 1.04430
N 0.32642 0.58626 -0.09273
H 0.38043 2.59185 0.72132
H -0.59760 -0.20666 -1.57808
H -2.70834 0.46373 -0.95022
H -2.36200 -0.38022 0.54699
H 0.17895 -1.46974 1.58453
O 2.48220 1.09838 1.04013
C -0.57760 -1.90809 -0.18542
C -2.10241 0.47236 -0.28404
```

Results
Molecular weight, u: 178.26
2S+1: 1
Lowest unoccupied orbital energy, eV: 0.3
Highest occupied orbital energy, eV: -8.9

***

2:
A cluster of 2 separate species, C6H14N2O2S in total, computed with wB97M-V/def2-TZVPD.

Structure (XYZ):
```
25
C6H14N2O2S wB97M-V/def2-TZVPD
C -1.88489 -0.20123 0.39751
O 0.87074 -1.68789 1.48530
H 3.11702 -0.91522 -0.03967
H 2.47604 -1.37154 -1.66390
O 3.82209 0.61394 0.62245
C 2.53386 -1.65374 -0.61858
H 2.93420 -2.65490 -0.49055
C -2.51574 -0.55170 -0.94583
S 0.83650 -1.61211 0.02976
H -1.79787 -1.06808 -1.58193
H -2.35485 0.91838 2.18913
H -3.38219 -1.19442 -0.79680
C -0.55220 0.56285 0.19463
N 0.35106 -0.20600 -0.57599
H -1.64298 -1.12718 0.93069
N 2.15269 1.28148 -0.77534
H -0.75087 1.49824 -0.33520
H 3.56624 2.50107 0.00039
H -0.13647 0.77419 1.19013
H 1.69660 2.07368 -1.19893
C 3.18765 1.44146 -0.01310
H -2.84007 0.35224 -1.46168
H -3.12971 1.53686 0.72208
H -3.72626 0.05739 1.48268
C -2.83059 0.63222 1.25273
```

Results
Molecular weight, u: 178.26
2S+1: 1
Lowest unoccupied orbital energy (alpha / beta), eV: -1.8 / -2.1
Highest occupied orbital energy (alpha / beta), eV: -9.5 / -8.9

***

Energy relative to the most stable one, in kcal/mol: 1 144.4; 2 0.0

***

1:
The ion C5H9O with charge +1, computed with wB97M-V/def2-TZVPD.

Structure (XYZ):
```
15
C5H9O wB97M-V/def2-TZVPD
H 1.62758 0.03658 1.60189
C -2.11166 1.32094 0.10447
O -1.09916 0.62233 0.91721
H -0.18715 -0.85188 -1.81640
C -0.16303 -0.02125 0.47424
H 0.51089 0.66743 -1.14848
H -3.00468 0.70817 0.21077
C 0.36631 -0.45367 -0.94645
H -2.02334 2.42354 0.30530
H 1.97624 -2.03908 -0.60505
C 1.05380 -0.70025 1.07323
H 0.84229 -1.45568 1.75451
C 1.66298 -1.01182 -0.38073
H -1.98402 1.07662 -1.03437
H 2.53294 -0.32197 -0.51015
```

Results
Molecular weight, u: 85.13
2S+1: 1
Lowest unoccupied orbital energy, eV: -4.6
Total charge: +1
Highest occupied orbital energy, eV: -15.8

***

2:
The ion C5H9O with charge +1, computed with wB97M-V/def2-TZVPD.

Structure (XYZ):
```
15
C5H9O wB97M-V/def2-TZVPD
O 1.93046 -0.49589 0.01207
H -0.48972 -1.52831 0.02606
H 0.86523 1.42810 -0.08988
C -0.40640 -0.38357 0.08444
H 3.75372 -0.12896 -0.81948
H -3.54477 -0.18375 -1.06143
H 3.75808 -0.18568 0.96729
C -1.63875 0.29836 -0.00887
H -3.61465 0.10614 0.82681
C -2.98606 -0.33180 -0.02518
C 0.81773 0.29326 -0.03979
H 2.92003 1.13348 0.06282
H -2.91109 -1.45100 0.19246
C 3.16255 0.07058 0.03998
H -1.61639 1.35904 -0.16729
```

Results
Molecular weight, u: 85.13
2S+1: 1
Lowest unoccupied orbital energy, eV: -6.2
Total charge: +1
Highest occupied orbital energy, eV: -15.2

***

Energy relative to the most stable one, in kcal/mol: 1 13.9; 2 0.0

***

1:
The molecule C9H8N2O2, computed with wB97M-V/def2-TZVPD.

Structure (XYZ):
```
21
C9H8N2O2 wB97M-V/def2-TZVPD
H -1.03191 2.35973 1.37224
C -1.42202 1.32258 1.02431
C 1.17964 -0.68926 -0.36777
C -0.40395 0.36705 0.76201
O 1.38617 1.79936 0.06952
C -3.10500 -0.01207 -0.12746
H -2.55289 -2.24212 -0.17368
H 1.93960 1.66459 -0.91691
H 4.40776 -0.60648 -0.92594
H -3.42816 2.10548 0.55272
N 0.34510 -1.58816 -0.27117
C -2.28771 -1.13688 0.05818
N 3.63938 -0.57922 -0.26047
C 2.53820 -0.79023 -1.02482
H 3.61333 0.13071 0.48772
H -4.07861 -0.15277 -0.68664
O 2.72041 -1.04191 -2.21159
C 0.77785 0.61245 0.14132
H -0.69540 -1.66574 1.48946
C -2.74754 1.25460 0.50880
C -0.79425 -1.11172 0.50016
```

Results
Molecular weight, u: 176.18
SMILES: NC(=O)C1=N[C@@H]2C=CC=CC2=C1O
2S+1: 1
Lowest unoccupied orbital energy, eV: -0.3
Highest occupied orbital energy, eV: -7.9

***

2:
The molecule C9H8N2O2, computed with wB97M-V/def2-TZVPD.

Structure (XYZ):
```
21
C9H8N2O2 wB97M-V/def2-TZVPD
C -1.05036 1.76699 -0.00254
C -1.39383 0.44951 0.05313
H -1.91992 2.36436 0.15788
H 2.01797 -1.73559 -1.58205
H 2.41367 1.29615 -0.72280
C 1.02269 -0.09743 -0.52033
C 0.34381 2.28207 -0.15237
C -0.30388 -0.56838 -0.15364
N -0.54585 -1.84160 -0.20772
C 1.33885 1.18645 -0.43540
C -2.82818 -1.53833 0.33794
C 2.04200 -1.16679 -0.77335
C -2.74803 -0.19049 0.30426
O 3.21346 -0.89634 1.17536
O -1.76337 -2.37737 0.02657
H 3.31870 -1.66069 1.73855
H 0.28539 2.99547 -0.89485
H 0.82427 2.71276 0.66924
N 3.04279 -1.52301 -0.09482
H -3.80257 -1.99404 0.54762
H -3.50758 0.53629 0.52931
```

Results
Molecular weight, u: 176.18
SMILES: O/N=C\C1=CCC=C2C=CON=C21
2S+1: 1
Lowest unoccupied orbital energy, eV: 0.6
Highest occupied orbital energy, eV: -8.1

***

Energy relative to the most stable one, in kcal/mol: 1 0.0; 2 52.2

***

1:
The ion C8H11N4OS with charge +1, computed with wB97M-V/def2-TZVPD.

Structure (XYZ):
```
25
C8H11N4OS wB97M-V/def2-TZVPD
H -1.36380 -2.87302 -2.92716
H -3.33653 1.98338 -0.33295
C 1.62756 -0.14616 0.49061
H 3.70826 -1.14334 2.20516
N -0.72569 -1.37357 -1.60522
H -0.29304 2.90816 1.44275
N -2.34172 0.33361 -1.18091
H -2.56029 -2.37348 -1.70461
N -1.44369 1.44282 0.50862
C -1.15114 -0.25482 -0.90154
S 2.03747 -1.01775 -0.84359
C -2.48108 1.33845 -0.34564
H -2.21379 -1.30946 -3.07878
O 0.90227 -2.80559 -2.31753
H -1.28761 1.91446 2.53776
H 4.25075 -0.12176 0.86216
C -1.78180 -2.02890 -2.38422
C 0.49417 -1.86325 -1.72856
H 1.84028 0.78894 2.24384
H -2.04960 3.14240 1.50964
C -0.65247 0.38796 0.18905
N 2.29469 0.24530 1.51699
C 3.67211 -0.13622 1.78483
H 4.10783 0.56027 2.49837
C -1.25312 2.40157 1.56092
```

Results
Molecular weight, u: 211.27
2S+1: 1
Lowest unoccupied orbital energy, eV: -5.2
Total charge: +1
Highest occupied orbital energy, eV: -12.4

***

2:
A cluster of 2 separate species, C8H11N4OS in total, computed with wB97M-V/def2-TZVPD.

Structure (XYZ):
```
25
C8H11N4OS wB97M-V/def2-TZVPD
C -0.34195 0.12936 -0.58174
H 0.58492 -1.85767 -4.59802
C -1.69924 1.28107 1.16039
O 2.30785 -1.61782 -3.32914
C 2.78386 -0.39786 2.35280
H 2.67920 -0.66629 3.40509
H -1.27929 2.32738 0.98861
N 1.67586 0.35721 2.05820
N 0.19160 -0.87003 -2.79319
H 3.75946 -0.04181 1.98629
C -0.32992 -1.38890 -4.06398
N -1.54297 0.51979 -0.01367
C -2.48578 0.23127 -0.88497
S 2.10802 -0.66630 -0.92173
C 1.50331 -1.15520 -2.56112
H 2.61935 -1.37526 1.90106
C 0.90037 0.00278 -0.06544
H -1.23958 0.61676 1.89449
H -0.83780 -0.56400 -4.44249
H -2.76078 1.21286 1.28682
C -0.71588 -0.40991 -1.90706
H -1.06282 -2.21864 -3.89666
H 1.81278 1.33823 1.93423
H -3.47160 0.43688 -0.59480
N -2.04167 -0.32834 -1.99034
```

Results
Molecular weight, u: 211.27
2S+1: 1
Lowest unoccupied orbital energy (alpha / beta), eV: -5.3 / -5.3
Total charge: +1
Highest occupied orbital energy (alpha / beta), eV: -13.1 / -13.1

***

Energy relative to the most stable one, in kcal/mol: 1 0.0; 2 14.9

***

1:
A cluster of 2 separate species, C3H6IO2P in total, computed with wB97M-V/def2-TZVPD.

Structure (XYZ):
```
13
C3H6IO2P wB97M-V/def2-TZVPD
H 1.72134 1.75390 -1.38461
O 0.22209 0.83516 -0.17805
C 0.81258 1.04141 -1.47401
H 1.15611 0.07893 -1.94703
H -1.06130 1.33946 2.22808
O 2.17738 -2.64554 0.32063
I -1.55623 -1.76470 -0.64999
C -1.26285 0.41672 1.73266
H -2.26320 0.08340 2.25759
H 0.13835 1.49906 -2.07455
P -1.42431 0.58274 -0.01401
H -0.52124 -0.36791 1.92229
C 1.86128 -2.85262 -0.73901
```

Results
Molecular weight, u: 231.96
2S+1: 1
Lowest unoccupied orbital energy, eV: 0.4
Highest occupied orbital energy, eV: -9.0

***

2:
A cluster of 2 separate species, C3H6IO2P in total, computed with wB97M-V/def2-TZVPD.

Structure (XYZ):
```
13
C3H6IO2P wB97M-V/def2-TZVPD
I 3.85482 0.61509 -0.24407
H 1.06311 1.72130 0.94824
O -1.34672 0.11584 -0.25467
C -1.81566 -0.92501 -1.14535
H -2.05020 -0.43617 -2.12356
H -1.00371 -1.69497 -1.16734
O 2.80378 -2.22219 -0.47072
H -0.19369 1.90222 2.29149
H -0.68526 2.16766 0.92767
H -2.70590 -1.40724 -0.88388
P -0.42324 -0.21217 1.08143
C 2.44640 -1.14342 -0.29245
C 0.05629 1.51905 1.33321
```

Results
Molecular weight, u: 231.96
2S+1: 1
Lowest unoccupied orbital energy (alpha / beta), eV: -0.5 / -1.9
Highest occupied orbital energy (alpha / beta), eV: -8.8 / -7.4

***

Energy relative to the most stable one, in kcal/mol: 1 0.0; 2 63.9